No. 1
The following is a quantum chemistry calculation of 17 unconnected molecules or ions with the total composition C27H31Cl48FN2O3, from OMol25.

Positions of all 112 atoms, in Å:
O1 -2.6304 -0.6460 0.5170
C1 -2.2952 -0.4456 -0.7820
N1 -2.3716 -1.7039 -1.6716
F1 -3.6229 -1.8519 -2.1909
O2 -1.8450 0.8473 -1.3216
C2 -2.8740 1.8985 -1.1767
C3 -4.3078 1.3052 -1.7041
C4 -5.4232 2.4948 -2.0777
N2 -6.6840 1.7569 -2.4694
C5 -7.9464 2.5138 -2.1228
C6 -9.0480 1.3521 -1.6382
C7 -10.1458 0.8001 -2.7643
C8 -11.2004 -0.3742 -2.3095
C9 -11.1129 -0.9489 -0.7617
C10 -10.0330 -0.3892 0.3388
C11 -8.9609 0.7964 -0.0933
O3 -8.0059 1.2420 0.9353
H1 -2.2551 -2.5508 -1.0459
H2 -2.5455 2.7850 -1.8890
H3 -2.9671 2.3047 -0.0716
H4 -4.8546 0.6531 -0.8654
H5 -4.2262 0.6446 -2.6881
H6 -5.6000 3.2274 -1.1539
H7 -4.9980 3.1503 -2.9682
H8 -6.6689 1.4096 -3.4530
H9 -7.8457 3.2580 -1.2245
H10 -8.3535 3.1198 -3.0644
H11 -10.1213 1.2363 -3.8536
H12 -11.9614 -0.7822 -3.1127
H13 -11.8408 -1.8005 -0.4230
H14 -9.9529 -0.8160 1.4329
H15 -7.3695 1.9356 0.5906
C12 -6.7488 -1.6904 3.1115
Cl1 -6.5335 -3.2871 2.3740
Cl2 -8.3750 -1.5363 3.7978
Cl3 -5.5191 -1.4090 4.3558
H16 -6.6305 -0.9326 2.3328
C13 1.6639 -1.0909 0.4988
Cl4 1.5773 -0.9446 2.2625
Cl5 2.9467 -2.2196 0.0303
Cl6 0.1041 -1.6138 -0.1593
H17 1.9010 -0.1082 0.0830
C14 3.8156 2.3443 2.7520
Cl7 4.6006 3.9273 2.8834
Cl8 2.4308 2.2433 3.8527
Cl9 3.3069 2.0389 1.0825
H18 4.5391 1.5764 3.0375
C15 7.2433 4.6877 5.3227
Cl10 8.1646 6.1712 5.6230
Cl11 8.2002 3.5440 4.3660
Cl12 6.7374 3.9493 6.8518
H19 6.3475 4.9481 4.7531
C16 6.9990 -2.1400 -1.3197
Cl13 8.6629 -1.6029 -1.6065
Cl14 6.9480 -3.3371 -0.0145
Cl15 5.9564 -0.7590 -0.9384
H20 6.6268 -2.6106 -2.2333
C17 -0.7977 -3.7910 -4.1479
Cl16 -2.1847 -4.3423 -3.1929
Cl17 0.4496 -3.1037 -3.0938
Cl18 -0.1349 -5.1239 -5.1089
H21 -1.1392 -3.0099 -4.8319
C18 9.1987 6.3490 1.8131
Cl19 10.0943 6.4802 0.2899
Cl20 9.0286 7.9401 2.5738
Cl21 7.6084 5.6174 1.5386
H22 9.7630 5.7023 2.4898
C19 3.3278 -4.2112 -5.8992
Cl22 3.6554 -2.5720 -6.4868
Cl23 4.3662 -5.3867 -6.7233
Cl24 3.5576 -4.3006 -4.1446
H23 2.2862 -4.4555 -6.1229
C20 5.8512 -5.0920 3.1918
Cl25 6.0665 -6.6887 2.4542
Cl26 4.2250 -4.9379 3.8781
Cl27 7.0809 -4.8106 4.4360
H24 5.9695 -4.3342 2.4131
C21 8.8069 -7.5368 -0.3417
Cl28 8.1890 -5.8782 -0.2597
Cl29 10.5763 -7.5467 -0.2521
Cl30 8.1126 -8.5241 0.9555
H25 8.5082 -7.9685 -1.3004
C22 5.2023 -8.7504 -5.3978
Cl31 3.8153 -9.3017 -4.4428
Cl32 6.4496 -8.0631 -4.3438
Cl33 5.8651 -10.0833 -6.3588
H26 4.8608 -7.9693 -6.0818
C23 -10.2458 2.3617 3.3772
Cl34 -10.9635 0.7483 3.2306
Cl35 -10.6381 3.3483 1.9588
Cl36 -10.7999 3.1566 4.8606
H27 -9.1596 2.2518 3.4305
C24 12.1073 4.6700 -2.3440
Cl37 13.2713 3.3714 -2.0300
Cl38 12.8443 5.9395 -3.3362
Cl39 10.6564 4.0277 -3.1325
H28 11.8137 5.1081 -1.3867
C25 -11.7458 3.9406 8.8021
Cl40 -12.4635 2.3272 8.6555
Cl41 -12.1381 4.9272 7.3837
Cl42 -12.2999 4.7354 10.2855
H29 -10.6596 3.8307 8.8554
C26 9.5186 8.7751 -3.0754
Cl43 9.7244 7.0395 -2.7838
Cl44 8.1088 9.3908 -2.1964
Cl45 10.9795 9.6620 -2.6078
H30 9.3510 8.9271 -4.1447
C27 -2.1383 -3.7786 2.0913
Cl46 -2.2248 -3.6324 3.8550
Cl47 -0.8554 -4.9073 1.6228
Cl48 -3.6980 -4.3016 1.4332
H31 -1.9011 -2.7960 1.6755

Cartesian forces (eV/Å) of the 6 atoms listed first:
O 2.1127 1.9049 -8.1453
C -2.3237 -0.3304 6.3069
N 2.4588 1.3660 1.6208
F -1.2474 0.4385 -0.2902
O -2.0127 -3.3935 1.1552
C -1.6224 0.6651 -0.5322

spin multiplicity = 1
LUMO = -0.68 eV
net charge = 0
HOMO = -0.30350 Eh
orbital gap = 7.582 eV
DFT total energy = -641402.82198 eV

No. 2
The following is a quantum chemistry calculation of 14 unconnected molecules or ions with the total composition C97H222N14O17, from OMol25.

Positions of all 350 atoms, in Å:
C1 -31.1114 -11.8595 27.8184
C2 -31.2931 -11.4783 29.2894
C3 -31.9271 -12.6660 30.1363
O1 -33.2531 -12.9226 29.8017
C4 -34.2027 -11.9849 30.3108
N1 -29.9099 -11.0997 29.7160
H1 -32.0859 -11.8253 27.3313
H2 -30.8032 -12.8964 27.6848
H3 -30.4340 -11.2666 27.2037
H4 -32.0056 -10.6534 29.2929
H5 -31.6873 -12.5168 31.1891
H6 -31.3045 -13.5358 29.9266
H7 -34.0146 -11.8176 31.3713
H8 -35.2106 -12.3948 30.2472
H9 -34.2216 -10.9533 29.9592
H10 -29.3029 -11.9047 29.7765
H11 -30.0416 -10.6417 30.6065
C5 -37.2230 -0.7129 38.4647
C6 -37.2245 -2.1262 39.1243
C7 -36.3726 -3.1884 38.4270
O2 -36.8318 -3.4158 37.1112
C8 -36.2378 -4.4642 36.4489
N2 -37.0280 -1.8808 40.5440
H12 -37.3674 0.2529 38.9491
H13 -38.0282 -0.7165 37.7300
H14 -36.3019 -0.5974 37.8936
H15 -38.2542 -2.4712 39.2177
H16 -36.3992 -4.1795 38.8799
H17 -35.3102 -2.9708 38.5366
H18 -36.5324 -5.3519 37.0088
H19 -35.1517 -4.3725 36.4588
H20 -36.4992 -4.3680 35.3951
H21 -37.0863 -2.7539 41.0483
H22 -36.0891 -1.6366 40.8252
C9 -37.0101 -6.7464 33.2131
C10 -36.5275 -7.3481 31.8793
C11 -37.5972 -8.2587 31.2772
O3 -37.9084 -9.3717 32.0848
C12 -36.9364 -10.4001 32.1483
N3 -36.0848 -6.2482 30.9667
H23 -37.1882 -7.5226 33.9573
H24 -37.8853 -6.1259 33.0206
H25 -36.2872 -6.0163 33.5771
H26 -35.6580 -7.9883 32.0284
H27 -37.3155 -8.5686 30.2709
H28 -38.5376 -7.7219 31.1523
H29 -35.9775 -10.0752 32.5521
H30 -36.7474 -10.8959 31.1962
H31 -37.3922 -11.0573 32.8889
H32 -35.8629 -6.6332 30.0598
H33 -36.8907 -5.7034 30.6949
C13 -32.9404 -14.1043 34.0514
C14 -32.0322 -14.3710 35.2511
C15 -32.8525 -14.8148 36.5298
O4 -32.0627 -14.5520 37.7249
C16 -32.3341 -13.5221 38.6300
N4 -30.9598 -15.3154 34.8781
H34 -33.5407 -14.9489 33.7131
H35 -32.4579 -13.6711 33.1752
H36 -33.6309 -13.3454 34.4193
H37 -31.4684 -13.4728 35.5033
H38 -33.1422 -15.8639 36.4693
H39 -33.7794 -14.2625 36.6839
H40 -31.4474 -13.4540 39.2603
H41 -33.2894 -13.6127 39.1471
H42 -32.3944 -12.5390 38.1631
H43 -30.2623 -15.5282 35.5769
H44 -30.4218 -14.9822 34.0909
C17 -27.1178 -10.9040 35.3445
O5 -27.9197 -10.7803 34.2204
C18 -29.3212 -11.1676 34.4578
C19 -30.0679 -11.0526 33.1345
N5 -29.8195 -9.7373 32.4144
C20 -30.5493 -8.5725 33.0196
C21 -32.0382 -8.6482 33.1863
O6 -32.6630 -7.3978 33.6298
C22 -32.6220 -6.1970 32.8176
H45 -27.0888 -10.0137 35.9727
H46 -26.1048 -10.9907 34.9515
H47 -27.2720 -11.8210 35.9132
H48 -29.8106 -10.5830 35.2369
H49 -29.2931 -12.2279 34.7089
H50 -31.1336 -11.1990 33.3104
H51 -29.7236 -11.9236 32.5769
H52 -28.8324 -9.5865 32.5664
H53 -30.3687 -7.6810 32.4190
H54 -30.0093 -8.2768 33.9191
H55 -32.2666 -9.2350 34.0761
H56 -32.6255 -8.9457 32.3175
H57 -31.5629 -5.9394 32.8111
H58 -33.0680 -5.3370 33.3171
H59 -33.0792 -6.2534 31.8297
C23 -35.5971 -8.0870 27.2074
O7 -35.4376 -7.8201 28.6064
C24 -34.0282 -7.8692 29.0845
C25 -33.3532 -6.6471 28.4793
N6 -32.0685 -6.2158 29.0404
C26 -30.8241 -6.9619 28.7452
C27 -29.6310 -6.2489 29.5457
O8 -29.2667 -4.9595 29.0429
C28 -28.2952 -4.3997 29.8606
H60 -36.6300 -8.2362 26.8929
H61 -35.1829 -9.0726 26.9950
H62 -35.2226 -7.2552 26.6108
H63 -33.4993 -8.8061 28.9095
H64 -34.0387 -7.7095 30.1627
H65 -34.0324 -5.8159 28.6687
H66 -33.1598 -6.7696 27.4136
H67 -31.9046 -5.2222 29.1173
H68 -30.5467 -7.1169 27.7026
H69 -31.0628 -7.9396 29.1638
H70 -28.8405 -6.9928 29.6447
H71 -30.0145 -6.1963 30.5646
H72 -28.7259 -4.2955 30.8565
H73 -27.9599 -3.4324 29.4864
H74 -27.4183 -5.0471 29.8631
C29 -22.7094 -12.2976 33.7752
O9 -23.2005 -13.1443 34.8056
C30 -23.1835 -12.5387 36.0451
C31 -23.6910 -13.4832 37.1523
N7 -25.0650 -13.8666 36.9255
C32 -25.3937 -14.6404 38.0671
C33 -26.8603 -14.8897 38.1323
O10 -27.3161 -15.6493 37.0639
C34 -28.6866 -15.9010 36.9988
H75 -21.7199 -11.8904 33.9831
H76 -23.4125 -11.5671 33.3752
H77 -22.4625 -12.9028 32.9029
H78 -23.7389 -11.6051 36.1339
H79 -22.1294 -12.3716 36.2668
H80 -23.4627 -13.1389 38.1610
H81 -22.9886 -14.3115 37.0597
H82 -25.2117 -14.3159 36.0329
H83 -25.1336 -14.2806 39.0626
H84 -25.0779 -15.6832 38.0984
H85 -27.4344 -13.9676 38.2241
H86 -27.1822 -15.4582 39.0049
H87 -29.0623 -16.4707 37.8487
H88 -29.0507 -16.4813 36.1510
H89 -29.2008 -14.9464 36.8865
C35 -25.6011 -9.3424 26.6171
C36 -25.9428 -10.3696 27.6830
C37 -24.6446 -11.0803 28.1821
C38 -23.7313 -10.1927 29.0469
C39 -24.5490 -9.6387 30.1770
C40 -25.8886 -8.9074 29.7643
N8 -26.6714 -9.7289 28.7759
O11 -27.9273 -9.1934 28.4493
C41 -26.7921 -8.8748 31.0536
C42 -25.5657 -7.4611 29.3311
C43 -26.7764 -11.5742 27.0857
H90 -26.5291 -8.9197 26.2320
H91 -25.1972 -9.7947 25.7114
H92 -24.9424 -8.5401 26.9496
H93 -24.9816 -11.9773 28.7016
H94 -24.1142 -11.4512 27.3050
H95 -23.2163 -9.3780 28.5378
H96 -22.8340 -10.6865 29.4199
H97 -23.9149 -8.9839 30.7746
H98 -24.8150 -10.4766 30.8214
H99 -26.5261 -8.0959 31.7683
H100 -27.7916 -8.5341 30.7833
H101 -26.8835 -9.8277 31.5748
H102 -24.6705 -7.4888 28.7097
H103 -26.4326 -7.1267 28.7612
H104 -25.3641 -6.8319 30.1980
H105 -27.0321 -12.3034 27.8544
H106 -26.3501 -12.0770 26.2175
H107 -27.6699 -11.0734 26.7129
H108 -28.5727 -9.8330 28.7591
C44 -29.7265 -8.8188 38.3623
C45 -28.9558 -9.6874 39.4356
C46 -27.4305 -9.8234 39.2319
C47 -26.7333 -8.5072 39.4712
C48 -27.0296 -8.1837 40.8979
C49 -28.5320 -7.9392 41.2454
N9 -29.1814 -9.1633 40.7972
O12 -30.5117 -9.1381 41.1985
C50 -28.6290 -7.6959 42.8015
C51 -28.9821 -6.6634 40.5746
C52 -29.5390 -11.1473 39.2864
H109 -30.2804 -9.5485 37.7717
H110 -29.0548 -8.2856 37.6895
H111 -30.5256 -8.2206 38.8002
H112 -27.0909 -10.5817 39.9375
H113 -27.2462 -10.1764 38.2173
H114 -27.0871 -7.7238 38.8010
H115 -25.6746 -8.5988 39.2285
H116 -26.4779 -7.2650 41.0975
H117 -26.6645 -8.9632 41.5666
H118 -29.6344 -7.7571 43.2181
H119 -28.1211 -8.4897 43.3493
H120 -28.2867 -6.7212 43.1493
H121 -28.7845 -6.6134 39.5038
H122 -30.0553 -6.4853 40.6415
H123 -28.5498 -5.8138 41.1032
H124 -29.2268 -11.8275 40.0789
H125 -29.3365 -11.6035 38.3174
H126 -30.6227 -11.1395 39.4034
H127 -30.5604 -9.7077 41.9697
C53 -36.6586 -10.2637 36.0875
C54 -35.3306 -9.8618 36.8001
C55 -34.9720 -8.4846 36.1830
C56 -34.0089 -7.6697 37.1144
C57 -34.5378 -7.7585 38.5546
C58 -34.7846 -9.1152 39.2096
N10 -35.6001 -9.8809 38.3019
O13 -36.0544 -11.0917 38.7656
C59 -33.3786 -9.6594 39.4698
C60 -35.5561 -8.9099 40.4944
C61 -34.2979 -10.9070 36.4116
H128 -37.3957 -9.5545 36.4642
H129 -37.1572 -11.2100 36.2974
H130 -36.6317 -10.2696 34.9979
H131 -34.4027 -8.5671 35.2572
H132 -35.8488 -7.8845 35.9395
H133 -33.9589 -6.6599 36.7070
H134 -32.9622 -7.9500 36.9961
H135 -35.4630 -7.1843 38.6045
H136 -33.8522 -7.0951 39.0819
H137 -32.8863 -9.1244 40.2819
H138 -33.4476 -10.7243 39.6921
H139 -32.8908 -9.5094 38.5067
H140 -35.9060 -9.8136 40.9933
H141 -35.0565 -8.2419 41.1960
H142 -36.5430 -8.5048 40.2705
H143 -34.2195 -10.9269 35.3246
H144 -34.4397 -11.9233 36.7794
H145 -33.3316 -10.5999 36.8116
H146 -36.9839 -10.9164 38.6012
C62 -27.9032 -3.7085 36.3552
C63 -29.4351 -3.5272 36.2283
C64 -29.8755 -5.0047 35.8375
C65 -31.3725 -5.2748 36.2022
C66 -31.6026 -5.0458 37.7292
C67 -31.3229 -3.5996 38.1091
N11 -30.0016 -3.1624 37.5505
O14 -29.6056 -1.9089 37.9793
C68 -32.4738 -2.7718 37.6485
C69 -31.2989 -3.5223 39.6931
C70 -29.8140 -2.6295 35.0761
H147 -27.4078 -4.2449 35.5458
H148 -27.6113 -4.2221 37.2712
H149 -27.4339 -2.7452 36.5547
H150 -29.7877 -5.1263 34.7578
H151 -29.1961 -5.7474 36.2557
H152 -31.7042 -6.2911 35.9902
H153 -32.0013 -4.5964 35.6256
H154 -31.0942 -5.8396 38.2765
H155 -32.6585 -5.2763 37.8708
H156 -32.6306 -2.8759 36.5749
H157 -33.3591 -3.0512 38.2198
H158 -32.2862 -1.7021 37.7418
H159 -31.0173 -2.5458 40.0872
H160 -32.1607 -3.8146 40.2931
H161 -30.4842 -4.1756 40.0054
H162 -30.8469 -2.2837 35.1159
H163 -29.6453 -3.0134 34.0700
H164 -29.3488 -1.6687 35.2964
H165 -28.8500 -2.1558 38.5176
C71 -31.5445 -2.7086 30.1878
C72 -32.0006 -1.2919 30.0329
C73 -33.2118 -1.2821 29.0955
C74 -34.5528 -1.6287 29.7189
C75 -34.8373 -0.7559 30.9444
C76 -33.6967 -0.9079 31.9701
N12 -32.3866 -0.5801 31.2697
O15 -31.4222 -0.4014 32.0285
C77 -33.9949 0.2022 33.0642
C78 -33.7596 -2.3030 32.6459
C79 -30.9272 -0.4242 29.3021
H166 -30.6968 -2.8167 30.8645
H167 -31.3043 -3.0191 29.1709
H168 -32.2798 -3.4455 30.5109
H169 -33.2410 -0.3170 28.5898
H170 -33.1287 -2.0597 28.3362
H171 -34.5872 -2.6775 30.0139
H172 -35.3193 -1.4635 28.9618
H173 -35.7631 -1.0719 31.4252
H174 -34.8501 0.2890 30.6343
H175 -33.2128 0.2547 33.8217
H176 -33.9022 1.1637 32.5592
H177 -34.9778 0.1448 33.5319
H178 -32.7739 -2.5646 33.0306
H179 -34.5427 -2.4522 33.3894
H180 -33.8246 -3.1771 31.9980
H181 -31.1852 0.6327 29.3687
H182 -30.8877 -0.6821 28.2438
H183 -29.9628 -0.6014 29.7783
H184 -31.0571 0.4546 31.7927
C80 -26.6357 -12.5552 31.7015
C81 -26.6357 -14.1159 31.6732
C82 -26.2430 -14.4668 33.1261
C83 -26.4897 -15.9150 33.4740
C84 -28.0326 -16.2223 33.2598
C85 -28.5463 -15.9468 31.7765
N13 -27.9752 -14.6278 31.3809
O16 -28.4987 -14.1886 30.1902
C86 -28.1127 -17.1033 30.7849
C87 -30.0993 -15.9568 31.8609
C88 -25.5230 -14.6465 30.7485
H185 -27.6437 -12.2582 31.9911
H186 -26.3010 -12.2196 30.7199
H187 -25.9101 -12.2141 32.4399
H188 -25.1596 -14.3574 33.1750
H189 -26.6903 -13.8534 33.9082
H190 -26.2143 -16.1760 34.4958
H191 -25.8689 -16.6031 32.9002
H192 -28.6863 -15.7893 34.0170
H193 -28.1549 -17.2888 33.4488
H194 -28.3596 -16.6898 29.8070
H195 -27.0543 -17.3632 30.7985
H196 -28.6208 -18.0634 30.8749
H197 -30.5390 -15.9301 30.8639
H198 -30.5844 -16.7870 32.3743
H199 -30.4642 -15.0891 32.4104
H200 -25.6599 -14.3357 29.7127
H201 -25.4839 -15.7347 30.6992
H202 -24.5178 -14.2995 30.9879
H203 -28.0410 -14.7832 29.5914
C89 -22.4045 -7.8463 37.8912
C90 -23.1924 -7.4654 36.6574
C91 -23.9854 -6.1690 36.9786
C92 -24.5459 -5.4705 35.7721
C93 -23.4846 -5.2754 34.7150
C94 -22.6782 -6.5230 34.2847
N14 -22.2257 -7.2727 35.5180
O17 -21.4280 -8.4159 35.3304
C95 -23.6942 -7.3570 33.3329
C96 -21.3787 -6.1522 33.4756
C97 -24.2260 -8.6684 36.3508
H204 -22.9499 -7.5957 38.8011
H205 -21.5004 -7.2393 37.9386
H206 -22.0608 -8.8735 38.0131
H207 -24.9508 -6.4844 37.3744
H208 -23.5857 -5.5085 37.7481
H209 -25.0151 -4.5601 36.1452
H210 -25.4180 -6.0000 35.3885
H211 -22.7493 -4.5847 35.1279
H212 -23.8109 -4.7887 33.7959
H213 -24.2446 -6.7083 32.6515
H214 -23.0955 -8.1875 32.9588
H215 -24.5113 -7.6797 33.9782
H216 -20.5740 -5.7468 34.0890
H217 -21.0023 -6.9732 32.8653
H218 -21.7705 -5.3719 32.8231
H219 -24.5032 -9.2126 37.2537
H220 -23.8656 -9.3440 35.5751
H221 -25.0985 -8.2945 35.8152
H222 -20.6672 -8.2973 35.9037

Cartesian forces (eV/Å) of the 6 atoms listed first:
C -1.3777 -0.8337 -0.6154
C 1.4385 -1.2371 -0.8094
C 1.8820 1.1059 -1.1297
O -0.9568 0.4736 0.0181
C 0.2002 -0.2653 1.1542
N -1.8034 0.7217 0.0582

spin multiplicity = 1
LUMO = 0.41 eV
net charge = 0
HOMO = -0.28474 Eh
orbital gap = 8.155 eV
DFT total energy = -159836.90283 eV